Record 1
Computed, not measured: a cluster of 9 separate species, C32H68O9 in total, with the ωB97M-V functional and the def2-TZVPD basis.

The geometry in XYZ format:
```
109
Properties=species:S:1:pos:R:3:mulliken_charge:R:1
C 0.00728 1.10030 -0.90680 -0.485
C 1.43280 1.38511 -1.03897 -0.486
C 2.00793 0.62027 0.13978 -0.363
O 1.03591 -0.52711 0.27201 -0.395
C 0.03223 -0.39149 -0.66680 -0.437
H -0.59422 1.19667 -1.81069 0.306
H -0.42945 1.66373 -0.08223 0.251
H 1.61579 2.45416 -0.93059 0.294
H 1.90642 1.08850 -1.97482 0.255
H 1.97708 1.16627 1.08266 0.231
H 3.01605 0.25247 -0.05130 0.267
H -0.89408 -0.71491 -0.19198 0.274
H 0.21075 -1.00893 -1.54714 0.287
C -0.80880 -4.94775 5.97795 -0.442
C -2.27231 -5.33758 6.21444 -0.438
C -2.89262 -5.16892 4.91264 -0.525
O -2.15255 -4.11476 4.23682 -0.352
C -0.79967 -4.33817 4.55860 -0.446
H -0.15393 -5.80741 6.12014 0.356
H -0.59283 -4.13962 6.67679 0.191
H -2.79813 -4.56834 6.78003 0.257
H -2.36462 -6.36472 6.56736 0.276
H -3.96270 -4.96765 4.86234 0.333
H -2.75977 -6.06390 4.30480 0.263
H -0.36962 -3.33679 4.53861 0.284
H -0.16669 -4.96075 3.92629 0.242
C 1.81490 6.44118 3.55998 -0.566
C 3.28642 6.35694 3.71382 -0.467
C 3.44435 6.77052 5.19004 -0.409
O 2.35723 7.69991 5.43648 -0.399
C 1.37232 7.60897 4.37532 -0.387
H 1.23231 5.58244 3.89353 0.262
H 1.45847 6.45687 2.53002 0.340
H 3.80056 7.15787 3.18253 0.247
H 3.69173 5.37647 3.46383 0.310
H 4.38327 7.28675 5.39012 0.271
H 3.26497 5.90393 5.82640 0.268
H 1.47442 8.50571 3.76415 0.236
H 0.33071 7.56024 4.69279 0.294
C -7.31520 -4.85880 -1.21937 -0.430
C -6.46827 -5.16737 -0.02996 -0.447
C -5.09391 -5.48203 -0.61562 -0.383
O -5.30551 -5.69614 -1.99719 -0.427
C -6.39920 -4.94575 -2.48842 -0.360
H -7.88268 -3.92859 -1.19168 0.334
H -8.10987 -5.59947 -1.12999 0.198
H -6.91623 -6.00298 0.50781 0.238
H -6.43001 -4.39438 0.73758 0.258
H -4.55852 -6.32174 -0.17250 0.290
H -4.38942 -4.66168 -0.47840 0.242
H -6.69254 -5.50559 -3.37647 0.242
H -6.04691 -3.98247 -2.85733 0.245
C -6.80302 1.44893 4.17687 -0.452
C -6.65714 0.59957 2.97511 -0.465
C -8.11040 0.25192 2.61370 -0.469
O -8.90153 1.34353 3.16336 -0.408
C -8.31205 1.57842 4.43783 -0.461
H -6.32432 2.41904 4.04334 0.247
H -6.38237 1.07633 5.11085 0.288
H -5.90022 -0.18415 3.00595 0.362
H -6.18652 1.17221 2.17592 0.214
H -8.43126 -0.70544 3.02430 0.268
H -8.21838 0.19249 1.53069 0.313
H -8.78019 0.78042 5.01414 0.276
H -8.74333 2.50111 4.82609 0.286
C 5.24896 -3.87822 3.62689 -0.269
C 5.68418 -3.47400 5.04511 -0.605
C 7.21671 -3.68559 5.04369 -0.373
O 7.52314 -3.37811 3.74605 -0.396
C 6.59774 -3.94874 2.90180 -0.503
H 4.67913 -3.07786 3.15485 0.134
H 4.68271 -4.80946 3.61125 0.308
H 5.21348 -4.08461 5.81563 0.283
H 5.37523 -2.47120 5.34013 0.278
H 7.48788 -4.72692 5.21747 0.272
H 7.82313 -3.05214 5.69106 0.279
H 6.79845 -4.95590 2.53649 0.274
H 6.48974 -3.45687 1.93511 0.320
C 5.84404 -0.20513 -5.83958 -0.587
C 5.44219 -1.61404 -5.36300 -0.556
C 6.49147 -2.54730 -5.95708 -0.358
O 7.00091 -1.76646 -7.08425 -0.415
C 6.35816 -0.49852 -7.23898 -0.360
H 6.68231 0.24947 -5.31162 0.252
H 5.06652 0.55817 -5.87001 0.362
H 4.42194 -1.78116 -5.70835 0.249
H 5.46811 -1.87052 -4.30392 0.317
H 6.10311 -3.52585 -6.23945 0.259
H 7.22486 -2.70925 -5.16714 0.268
H 5.50560 -0.60465 -7.90979 0.273
H 7.03364 0.31150 -7.51410 0.295
C -1.57385 7.25456 -3.63344 -0.954
C -0.83666 6.60346 -4.86285 -0.284
O -1.13604 7.38807 -6.01163 -0.514
H -1.21806 8.28377 -3.58641 0.264
H -1.27024 6.80078 -2.69004 0.316
H -2.65821 7.24361 -3.74368 0.300
H -1.35465 5.64500 -4.89669 0.223
H 0.23804 6.52538 -4.69848 0.335
H -2.01734 7.10488 -6.26601 0.313
C 0.74638 2.55253 -8.34394 -0.939
C 1.48281 2.25142 -9.69895 -0.300
O 1.14508 3.23296 -10.65871 -0.507
H 1.00080 1.78171 -7.61647 0.323
H -0.33618 2.55234 -8.47105 0.267
H 1.23273 3.42963 -7.91702 0.295
H 1.15712 1.23240 -9.90782 0.305
H 2.55958 2.27468 -9.53127 0.250
H 1.59206 4.04212 -10.39974 0.308
```

* spin multiplicity: 1
* energy: -52706.883 eV
* charge: 0

Record 2
Computed, not measured: a structure of composition C32H69AsBr3F9N9O11, with the ωB97M-V functional and the def2-TZVPD basis.

The geometry in XYZ format:
```
134
Properties=species:S:1:pos:R:3:mulliken_charge:R:1
As -5.62030 -12.79456 15.36838 1.928
F -3.83467 -12.55283 15.70274 -0.175
F -5.64705 -11.28627 14.33410 -0.563
F -7.35064 -12.89901 15.07962 -0.410
F -5.60870 -14.36286 16.26814 -0.473
F -5.98586 -11.92138 16.96735 -0.554
F -5.28490 -13.78849 13.91652 -0.098
C -1.41825 -8.13164 10.06328 -1.163
C -1.52010 -8.68965 11.49421 0.686
O -0.81912 -8.17371 12.39518 -0.674
N -2.35985 -9.70434 11.77861 0.274
C -2.47709 -10.46096 13.02938 -0.147
H -0.87650 -8.77125 9.36649 0.307
H -1.00751 -7.12208 10.04954 0.326
H -2.37165 -8.01401 9.54820 0.309
H -2.81088 -10.11406 10.97313 0.095
H -3.22714 -11.23950 12.89011 -0.338
H -2.83174 -9.77206 13.79603 -0.053
H -1.55700 -10.93232 13.37485 0.380
C -3.23554 -12.07331 22.14750 -1.251
C -3.56100 -12.62162 20.79192 0.688
O -4.34530 -13.56838 20.73226 -0.629
N -2.93680 -12.07287 19.83706 -0.077
C -3.15994 -12.48382 18.49265 0.485
H -2.61405 -11.17786 22.14389 0.365
H -2.58448 -12.76830 22.67780 0.284
H -4.12336 -11.80781 22.72142 0.291
H -2.22944 -11.39891 20.09303 0.258
H -3.31869 -11.59775 17.87800 -0.226
H -4.04919 -13.11181 18.43813 -0.206
H -2.33261 -13.05393 18.07006 -0.070
C -2.59512 -16.28246 14.46353 -0.399
C -2.40264 -15.65855 13.11682 0.791
O -1.36906 -15.77523 12.47714 -0.738
N -3.38638 -14.88907 12.64214 0.464
C -3.35836 -14.03933 11.51377 -0.927
H -3.62534 -16.40055 14.79940 -0.177
H -2.07435 -15.71067 15.23161 0.014
H -2.13111 -17.26875 14.45777 0.392
H -4.20063 -14.87784 13.23961 -0.151
H -4.28600 -13.48675 11.36467 -0.120
H -3.09133 -14.61975 10.63065 0.464
H -2.65202 -13.20968 11.54306 0.506
C -9.49581 -10.52022 16.89578 -0.990
C -10.74652 -11.19514 17.42991 0.820
O -11.59743 -11.45001 16.59389 -0.665
N -10.93540 -11.27150 18.74143 -0.125
C -12.15434 -11.64000 19.36752 -1.009
H -9.80348 -9.96757 16.00809 0.382
H -8.77463 -11.25301 16.53382 -0.061
H -9.06893 -9.77224 17.56393 0.427
H -10.13891 -11.06583 19.32743 0.226
H -12.97683 -11.30697 18.73451 0.317
H -12.27837 -11.16391 20.34017 0.376
H -12.23292 -12.71559 19.52576 0.285
C -5.92966 -10.97556 10.99999 -0.516
C -5.13872 -11.35629 9.71423 0.547
O -4.07275 -10.82369 9.45040 -0.705
N -5.66180 -12.30681 8.98558 -0.162
C -4.86343 -13.10694 8.06619 -0.957
H -5.84879 -9.90809 11.20509 0.427
H -5.42306 -11.49105 11.81591 -0.299
H -6.97302 -11.29090 11.00829 0.376
H -6.63913 -12.52702 9.11376 0.235
H -4.42731 -13.99325 8.52699 0.246
H -4.10613 -12.43838 7.65675 0.352
H -5.33122 -13.47608 7.15350 0.358
C -9.75654 -14.21714 15.79779 0.181
C -9.31255 -15.43366 15.01240 0.486
O -10.13763 -16.07455 14.36971 -0.757
N -8.06071 -15.80436 15.11012 0.665
C -7.50771 -16.93778 14.44234 -1.014
H -9.77408 -13.40152 15.07490 0.221
H -9.07646 -13.90098 16.58876 -0.940
H -10.72383 -14.46026 16.23751 0.553
H -7.47567 -15.27120 15.73747 -0.491
H -6.57230 -16.74922 13.91549 0.238
H -8.21426 -17.40857 13.75878 0.390
H -7.20597 -17.69825 15.16258 0.226
C -9.77609 -14.53464 20.42027 -0.891
C -8.38082 -15.07759 20.68856 0.527
O -8.24115 -16.04285 21.52861 -0.728
N -7.37806 -14.50284 20.07148 0.337
C -7.41247 -13.29831 19.22073 0.574
H -10.54577 -15.10650 20.93860 0.403
H -10.02324 -14.42722 19.36410 0.125
H -9.83031 -13.51381 20.79853 0.289
H -6.48123 -14.88259 20.33905 0.203
H -7.92071 -12.39523 19.55872 0.259
H -7.93614 -13.59211 18.31103 -0.759
H -6.39668 -13.01345 18.94665 -0.338
C -7.32339 -16.13578 8.00319 -1.115
C -6.65500 -16.01306 9.38349 0.691
O -5.71902 -16.73025 9.64794 -0.634
N -7.14525 -15.09877 10.24245 -0.042
C -6.68918 -14.87464 11.63354 -0.466
H -7.23222 -17.16169 7.64640 0.327
H -6.99313 -15.42422 7.24641 0.206
H -8.38386 -15.95891 8.18268 0.355
H -7.83384 -14.45135 9.88635 0.303
H -5.82090 -15.50235 11.83395 0.062
H -7.47350 -15.17946 12.32638 0.365
H -6.48271 -13.82426 11.83894 -0.154
C -0.45775 -13.22946 15.74222 -0.663
C -0.14200 -11.79921 16.07729 0.819
O 1.01028 -11.51002 16.29785 -0.706
N -1.11006 -10.90595 16.06541 0.533
C -0.94095 -9.48343 16.52405 -1.090
H 0.45576 -13.58826 15.26802 0.436
H -1.29251 -13.38082 15.05785 -0.135
H -0.58981 -13.85422 16.62559 0.311
H -2.04012 -11.27019 15.91566 -0.658
H -1.18109 -9.34857 17.57868 0.301
H -1.61179 -8.77675 16.03549 0.358
H 0.04829 -9.06772 16.33252 0.412
C -4.81214 -8.58978 15.97317 -0.376
C -4.52649 -7.09216 16.53146 -0.630
O -3.49977 -6.40179 15.84569 -0.135
C -3.59553 -5.07015 15.59724 0.357
O -4.62458 -4.39584 15.74884 -0.565
C -2.31283 -4.34672 15.09282 0.853
F -2.48086 -3.71068 13.91885 -0.248
F -1.93926 -3.41458 16.05001 -0.272
F -1.31925 -5.16328 14.98076 -0.204
H -3.89276 -9.17378 15.93096 -0.289
H -5.32456 -8.55960 15.01161 0.376
H -5.47410 -9.09008 16.68001 0.367
H -4.06119 -7.26421 17.50203 0.270
H -5.44546 -6.50931 16.59370 0.423
C -5.95750 -17.14513 18.32820 0.726
Br -4.87342 -18.16621 17.07587 -0.104
Br -5.14193 -17.33640 20.12929 -0.065
Br -7.84279 -17.78630 18.45296 -0.057
H -5.99651 -16.12359 17.95001 -0.583
```

* spin multiplicity: 1
* energy: -365669.562 eV
* charge: -1

Record 3
Computed, not measured: a cluster of 16 separate species, C32H71BrClIN15O37PS in total, with the ωB97M-V functional and the def2-TZVPD basis.

The geometry in XYZ format:
```
160
Properties=species:S:1:pos:R:3:mulliken_charge:R:1
C -5.87408 -2.82534 -0.28619 -0.777
C -5.32701 -1.77202 -0.18487 -2.924
C -4.68649 -0.45542 -0.06934 2.685
O -5.55254 0.48383 0.55449 0.488
C -6.96203 0.33488 0.45419 -0.512
C -7.61439 1.62674 0.94792 0.090
C -7.24682 2.85840 0.15672 -0.661
O -9.03053 1.41745 0.81763 -0.590
C -3.48952 -0.63371 0.93297 0.551
P -3.95613 -1.35924 2.61815 0.060
O -5.58164 -1.25549 2.71928 -0.400
Br -3.72362 -3.54774 2.23216 -0.267
C -2.60388 0.64142 1.18914 0.037
C -2.90472 1.39285 2.49028 -0.565
C -2.25146 2.76374 2.54282 -0.433
O -1.20608 2.95368 3.11026 -0.532
C -1.10376 0.23387 1.12276 -1.174
C -0.64399 -0.81293 2.15803 -0.786
C -0.25513 -2.14330 1.51476 -1.051
S -2.77199 1.79726 -0.18748 0.786
O -1.52175 2.45778 -0.42570 -0.676
O -3.88535 2.68030 0.01020 -0.407
O -2.96413 0.78104 -1.40183 -0.203
C -4.19674 0.03025 -1.47497 1.728
Cl -5.37087 1.15941 -2.22651 -0.242
C -3.92256 -1.05520 -2.52947 -1.568
I -2.44780 -2.46164 -1.86094 -0.024
C -5.18511 -1.66173 -3.19352 0.083
C -5.02399 -3.04982 -3.79705 -1.221
H -6.48885 -3.67231 -0.49679 0.823
H -7.30841 0.16028 -0.56147 0.346
H -7.30814 -0.45786 1.11375 0.065
H -7.36959 1.77712 2.00177 0.323
H -6.19738 3.09434 0.29262 -0.292
H -7.84734 3.68347 0.52231 0.441
H -7.48647 2.72783 -0.89379 0.244
H -9.39417 1.22424 1.68372 0.370
H -2.82993 -1.36774 0.48046 -1.045
H -5.82872 -0.54279 3.31814 0.337
H -2.49253 0.84870 3.33069 0.574
H -3.97840 1.54599 2.60587 0.366
H -2.77155 3.59669 2.05196 0.569
H -0.49835 1.12626 1.20754 0.887
H -0.94561 -0.20849 0.13971 0.672
H 0.27998 -0.43113 2.59090 0.465
H -1.32408 -0.94006 2.99635 0.408
H 0.63342 -2.02927 0.92839 0.295
H -1.04068 -2.56652 0.89226 -0.164
H -0.04286 -2.87880 2.29012 0.434
H -3.41167 -0.52154 -3.32412 1.134
H -5.42235 -0.99488 -4.01780 0.418
H -6.03019 -1.62863 -2.51735 0.080
H -4.16564 -3.08617 -4.46281 0.347
H -5.90558 -3.24921 -4.40450 0.066
H -4.93835 -3.82451 -3.04178 0.341
C -0.32922 -5.55603 -4.04897 -0.742
N -1.56924 -5.06419 -4.70603 0.943
O -2.41770 -5.87555 -5.00391 -0.549
O -1.64603 -3.86714 -4.88825 -0.478
H -0.39528 -6.63203 -3.94603 0.315
H 0.50326 -5.26615 -4.68001 0.298
H -0.25864 -5.07051 -3.08012 0.214
C 4.27539 -4.48859 1.45203 -0.932
N 3.00051 -3.98102 0.87922 0.977
O 2.19885 -4.77777 0.44361 -0.538
O 2.84692 -2.77379 0.87668 -0.534
H 4.28044 -5.56915 1.37449 0.316
H 5.07863 -4.04675 0.87384 0.323
H 4.32426 -4.16647 2.48717 0.379
C 3.98083 -3.32831 -3.00596 -0.786
N 4.07236 -4.79543 -2.77549 1.036
O 3.43837 -5.52810 -3.51320 -0.578
O 4.78475 -5.17228 -1.87370 -0.553
H 3.32008 -3.15496 -3.84498 0.335
H 3.59458 -2.87207 -2.09808 0.227
H 4.98359 -2.97218 -3.22033 0.309
C -4.78612 6.49997 2.10750 -0.668
N -6.03634 5.78291 1.73216 0.926
O -6.38336 5.82002 0.57429 -0.497
O -6.62106 5.19893 2.62386 -0.530
H -4.37957 6.96320 1.21712 0.316
H -5.04971 7.23932 2.85700 0.305
H -4.10203 5.76547 2.52048 0.169
C 8.43761 -5.40189 1.19508 -0.869
N 7.49046 -4.84967 2.19925 0.847
O 7.17932 -3.67632 2.10226 -0.458
O 7.06962 -5.60263 3.04780 -0.526
H 8.70757 -4.60648 0.51159 0.300
H 9.30157 -5.77531 1.73666 0.342
H 7.92669 -6.20760 0.67689 0.353
C 4.17709 -4.58216 -6.96135 -0.585
N 5.14305 -3.52699 -6.54792 0.902
O 6.30916 -3.67967 -6.83249 -0.534
O 4.68928 -2.57742 -5.93941 -0.531
H 4.72263 -5.35589 -7.48682 0.298
H 3.71536 -4.96727 -6.05523 0.166
H 3.43917 -4.10996 -7.60298 0.286
C -2.48415 3.55282 -3.14639 -0.423
N -2.89614 4.34155 -4.34087 0.951
O -2.12281 5.16982 -4.77318 -0.574
O -3.99040 4.09956 -4.80670 -0.564
H -1.49552 3.87280 -2.84554 0.301
H -3.21509 3.74658 -2.36785 0.151
H -2.49043 2.50676 -3.43261 0.154
C 6.41804 -0.67338 3.29717 -0.610
N 7.37542 0.37328 3.74648 0.941
O 8.54195 0.25055 3.44249 -0.533
O 6.92012 1.29455 4.39414 -0.553
H 6.96141 -1.42194 2.73737 0.185
H 5.96325 -1.09859 4.18626 0.287
H 5.67073 -0.18230 2.68117 0.309
C 0.25440 5.10107 5.00065 -0.649
N 0.49863 6.56527 5.09531 0.902
O 1.57546 6.94148 5.51017 -0.536
O -0.40324 7.29766 4.74541 -0.546
H 1.14109 4.58367 5.34513 0.323
H -0.60374 4.87585 5.62549 0.265
H 0.03896 4.86746 3.96340 0.244
C 9.28980 -7.21332 -3.19954 -0.764
N 8.37614 -6.65406 -2.16587 0.886
O 8.08715 -5.47948 -2.23313 -0.492
O 7.97838 -7.42034 -1.31143 -0.524
H 9.55629 -6.41729 -3.88360 0.318
H 10.16065 -7.60464 -2.68333 0.297
H 8.75495 -8.01126 -3.70470 0.296
C 8.02854 4.44585 3.92653 -0.577
N 7.68262 5.34402 2.79107 0.871
O 8.41367 6.28806 2.56616 -0.554
O 6.68677 5.07300 2.15816 -0.540
H 8.93571 4.81385 4.39003 0.307
H 7.19318 4.46251 4.61868 0.274
H 8.16639 3.44743 3.52527 0.181
C -8.94474 -3.73591 -7.06561 -0.717
N -7.90569 -4.32072 -6.17395 0.810
O -7.89934 -3.97802 -5.00836 -0.504
O -7.12903 -5.10167 -6.67531 -0.499
H -9.55705 -3.06205 -6.47944 0.312
H -8.42800 -3.21249 -7.86380 0.291
H -9.52819 -4.55981 -7.46370 0.275
C -8.74822 -3.75821 1.73831 -0.665
N -9.23499 -4.89631 0.91454 0.947
O -10.30508 -5.38905 1.19032 -0.556
O -8.50905 -5.25234 0.00739 -0.542
H -9.48170 -3.53933 2.50453 0.346
H -7.79854 -4.05649 2.17290 0.279
H -8.61195 -2.91525 1.06654 0.200
C 11.04706 8.64608 2.65029 -0.496
N 12.26268 7.80916 2.84015 0.863
O 13.02928 7.69746 1.90759 -0.524
O 12.40339 7.28908 3.92704 -0.522
H 11.05608 9.03996 1.64169 0.292
H 10.18585 8.00729 2.81557 0.147
H 11.08344 9.44346 3.38584 0.269
C 2.56252 9.98289 4.20325 -0.646
N 3.37555 11.10336 4.75234 0.871
O 3.62335 11.09800 5.93901 -0.524
O 3.73850 11.95396 3.96682 -0.540
H 2.31096 9.30515 5.00936 0.293
H 1.67139 10.41699 3.76116 0.269
H 3.16376 9.48955 3.44601 0.278
```

* spin multiplicity: 1
* energy: -243189.948 eV
* charge: 0

LUMO level / Eh: 0.00700, 0.05365, -0.01851
HOMO / eV: -9.57, -7.34, -9.29